{"formula": "C20H33ClNO21PSi", "method": "ωB97M-V with the def2-TZVPD basis set", "symbols": ["Cl", "P", "Si", "O", "O", "O", "O", "O", "O", "O", "O", "O", "O", "O", "O", "O", "O", "O", "O", "O", "O", "O", "O", "O", "N", "C", "C", "C", "C", "C", "C", "C", "C", "C", "C", "C", "C", "C", "C", "C", "C", "C", "C", "C", "C", "H", "H", "H", "H", "H", "H", "H", "H", "H", "H", "H", "H", "H", "H", "H", "H", "H", "H", "H", "H", "H", "H", "H", "H", "H", "H", "H", "H", "H", "H", "H", "H", "H"], "positions_angstrom": [[0.573123, 6.062463, 0.333715], [0.145010, 4.465570, 3.404325], [1.257318, 6.103838, 2.258538], [0.982961, -7.078176, -3.741056], [-2.114955, -2.935379, -3.978252], [1.659971, -4.963651, -3.382263], [-3.906376, 9.020186, 3.352319], [4.621183, -4.943989, -0.795831], [0.313766, -0.265342, -0.624822], [-1.267479, -1.078835, -4.850668], [3.537634, -6.411056, 0.525401], [2.137499, -0.430576, -1.929985], [3.083459, -6.511847, -4.173244], [-1.138048, 5.090818, 4.148132], [1.039796, 3.706315, 4.294074], [-5.590006, -3.178490, 1.461086], [-0.564600, 3.557503, 2.275659], [-6.229742, -3.948522, -0.558295], [2.304541, 0.234038, 0.214046], [-3.239564, -1.867878, -5.607861], [-4.318699, -2.834103, -0.365916], [2.475528, -4.617216, -0.325338], [-1.826416, 8.529199, 2.618570], [-2.715071, 7.456946, 4.378399], [2.939904, 5.853563, 2.231024], [-2.732360, 8.364782, 3.367798], [-0.461520, -1.373875, -3.695761], [1.352709, 0.626010, 1.218310], [-0.780717, -2.835450, -3.451789], [3.545199, -5.417875, -0.129502], [3.674715, 5.514123, 3.465260], [-2.294039, -1.948602, -4.889642], [-3.865527, 7.657028, 5.209651], [1.561225, -8.217839, -4.393001], [4.189962, -3.894364, -1.675424], [2.898719, -3.438571, -1.020795], [0.111992, -0.137940, 0.792156], [4.213905, 4.098817, 3.448576], [-5.789897, -3.702193, -1.899655], [1.883228, -6.079376, -3.737928], [-5.398278, -3.309822, 0.296360], [-4.323834, -3.361422, -1.699388], [1.636420, -0.171137, -0.880136], [-4.811741, 8.372761, 4.257477], [3.050303, -7.944833, -4.251299], [1.727994, 0.354320, 2.200097], [-0.787919, -3.112476, -2.400608], [2.136514, -3.136583, -1.730947], [-0.787385, -0.738676, -2.872667], [0.876070, 7.387079, 2.870622], [3.016941, 5.640614, 4.329212], [-3.575815, 8.279172, 6.056727], [-5.961677, -4.588790, -2.502359], [0.060798, -1.137837, 1.224385], [3.463498, -8.348952, -3.326816], [4.609491, 3.826813, 4.427125], [1.209195, 1.705330, 1.166326], [3.074883, -2.642637, -0.294207], [-0.817640, 0.392315, 0.974495], [4.017632, -4.319914, -2.663656], [3.234160, 5.277357, 1.451133], [4.491829, 6.230724, 3.576509], [5.014895, 4.002599, 2.712327], [3.422153, 3.390340, 3.209812], [4.954804, -3.125130, -1.723987], [-3.942919, -2.614800, -2.388246], [1.223624, -9.120062, -3.892473], [-5.431191, 7.679199, 3.688172], [-5.435278, 9.124016, 4.732196], [-4.224680, 6.693929, 5.559192], [-6.358110, -2.863593, -2.304149], [1.235201, -8.222250, -5.433579], [0.582938, -1.173652, -3.910012], [-0.129591, -3.515390, -3.998383], [-1.474054, 3.315386, 2.502733], [3.645713, -8.267146, -5.099935], [-1.209064, 6.057710, 4.097028], [-3.684212, -4.244615, -1.729093]], "forces_ev_per_angstrom": [[-0.0213, 0.0033, -0.0988], [0.1099, -0.0285, 0.0534], [-0.0231, 0.1956, -0.0236], [-0.0319, 0.0254, -0.0439], [0.0084, -0.0518, -0.0503], [-0.0346, 0.0066, -0.1235], [0.0003, 0.0157, -0.0285], [0.0136, -0.0331, 0.0060], [-0.0399, -0.0681, 0.0008], [-0.0081, -0.0186, -0.0197], [0.0033, 0.0099, 0.0118], [0.0104, 0.0006, -0.0104], [0.0201, 0.0095, 0.0229], [0.1479, 0.1181, -0.0986], [-0.0665, 0.0406, -0.0707], [0.0086, -0.0103, -0.0047], [-0.1641, -0.1990, 0.0460], [-0.0240, -0.0009, 0.0280], [0.0410, -0.0018, -0.0068], [0.0135, 0.0055, 0.0175], [0.0406, 0.0040, 0.0267], [-0.0016, 0.0042, 0.0733], [-0.0231, -0.0077, -0.0005], [0.0760, 0.0065, 0.0402], [-0.2016, -0.4961, 0.0217], [0.0210, -0.0184, -0.0129], [0.0501, 0.0158, 0.0424], [-0.0903, 0.0980, 0.0612], [0.0703, 0.0321, 0.0270], [-0.0248, -0.0398, -0.0862], [0.0232, 0.2906, -0.0430], [-0.0361, 0.0103, 0.0154], [-0.0266, 0.0563, -0.0114], [0.0412, -0.0005, -0.0290], [-0.0509, 0.0235, -0.0996], [0.0993, 0.1483, -0.0238], [-0.0022, 0.0229, 0.0661], [0.0315, -0.0807, -0.0213], [0.0297, 0.0415, -0.0259], [0.0328, -0.0416, 0.1375], [-0.0234, 0.0262, -0.0099], [-0.0334, -0.0131, -0.0469], [0.0151, -0.0149, 0.0191], [-0.0072, -0.0438, 0.0240], [-0.0268, -0.0322, 0.0291], [0.0452, -0.0474, -0.0306], [-0.0448, -0.0040, 0.0062], [-0.0084, -0.0840, 0.0085], [0.0034, 0.0145, -0.0128], [0.0130, -0.0420, 0.1194], [-0.0304, -0.0011, -0.0397], [-0.0165, -0.0056, 0.0113], [0.0109, -0.0261, 0.0338], [0.0016, 0.0039, 0.0142], [-0.0006, -0.0160, -0.0052], [0.0728, 0.0241, -0.0207], [-0.0007, -0.0014, 0.0040], [-0.0337, -0.0224, 0.0261], [0.0097, 0.0273, -0.0440], [0.0018, 0.0438, 0.0127], [0.1490, 0.1579, -0.0350], [0.0352, -0.0309, 0.1024], [0.0009, -0.0287, -0.0050], [-0.0596, 0.0043, 0.0332], [0.0223, -0.0131, 0.0724], [-0.0371, -0.0030, 0.0460], [0.0071, 0.0169, 0.0375], [-0.0122, -0.0012, 0.0125], [0.0306, 0.0262, 0.0003], [0.0036, -0.0172, -0.0396], [0.0051, -0.0043, -0.0186], [0.0016, -0.0188, -0.0019], [-0.0219, 0.0034, -0.0739], [-0.0247, 0.0291, 0.0105], [0.1269, 0.1008, -0.0465], [-0.0125, 0.0290, -0.0212], [-0.1898, -0.1271, 0.0800], [0.0060, 0.0028, -0.0164]], "smiles": "CCN[Si@@H](Cl)P(=O)(O)O.O=C1OCCO1.O=C1OCCO1.O=C1OCCO1.O=C1OCCO1.O=C1OCCO1.O=C1OCCO1", "lumo_energy_ev": 0.20, "charge": 0, "fmax_ha_per_bohr": 0.0104, "energy_ha": -3507.9844, "e_homo_ev": -9.45, "gap_ev": 9.65}

***

{"formula": "C2H3O3Tl", "method": "ωB97M-V with the def2-TZVPD basis set", "symbols": ["Tl", "O", "O", "O", "C", "C", "H", "H", "H"], "positions_angstrom": [[-0.159052, 2.151999, -1.057967], [-0.138401, 0.041015, 2.203332], [-0.764932, 1.920868, 1.076482], [-0.163547, 0.272724, -0.469696], [0.323517, -1.018455, -0.719353], [-0.452812, 0.767635, 1.321800], [-0.454369, -1.770587, -0.508914], [1.195534, -1.213251, -0.073158], [0.614058, -1.151949, -1.772522]], "forces_ev_per_angstrom": [[0.1705, 3.0893, -1.8865], [-0.8815, 0.4631, -3.1640], [-0.5843, 0.1047, -0.1041], [-0.3601, -2.9752, 1.4349], [0.8201, -1.3488, -0.2810], [1.1372, -0.0794, 4.0829], [0.0538, 0.4568, -0.0368], [-0.2877, 0.1017, -0.3168], [-0.0680, 0.1877, 0.2714]], "lumo_energy_ev": [-5.04, -9.33], "charge": 1, "fmax_ha_per_bohr": 0.0824, "energy_ha": -475.8384, "multiplicity": 2, "e_homo_ev": [-16.04, -16.35], "gap_ev": [10.99, 7.02]}

***

{"formula": "C5H9FeO3", "method": "ωB97M-V with the def2-TZVPD basis set", "symbols": ["Fe", "O", "O", "O", "C", "C", "C", "C", "C", "H", "H", "H", "H", "H", "H", "H", "H", "H"], "positions_angstrom": [[0.384165, 1.037033, 0.767932], [-1.177275, -0.211771, 0.530560], [-0.986065, 2.380649, 0.625082], [1.617844, 0.383754, -0.517632], [-1.348166, -1.568524, 0.698216], [-2.149480, 0.529907, -0.188650], [-0.304930, -2.387787, 0.727263], [3.009039, 0.680799, -0.674471], [-2.065785, 1.860933, 0.085579], [-2.991216, 2.450577, 0.088120], [1.173177, -0.052714, -1.347105], [3.180940, 0.906853, -1.732176], [3.615380, -0.179642, -0.364524], [0.672521, -2.064706, 0.365679], [3.267193, 1.561454, -0.075178], [-0.467737, -3.439071, 0.958553], [-3.048036, -0.007693, -0.481253], [-2.381566, -1.880050, 0.534000]], "forces_ev_per_angstrom": [[-1.3142, 1.4139, 0.7699], [0.5707, -0.3672, -0.6420], [1.0060, -0.4938, 0.3933], [-1.2769, -1.5522, -2.3948], [-0.0423, -0.6476, -1.0770], [-1.0887, 1.0628, 0.8799], [-0.3458, -0.0479, -0.2561], [1.1432, 0.0165, -0.7276], [-0.9741, -1.1648, 0.1569], [0.5642, 0.2141, -0.7952], [1.4726, 1.1393, 2.1227], [0.1699, 0.0020, 0.3263], [-0.2289, 0.2521, -0.0808], [-0.0325, -0.0133, 0.7405], [-0.2358, -0.2499, -0.1051], [0.1156, 0.2805, -0.2552], [0.3452, 0.1195, 0.0219], [0.1518, 0.0358, 0.9223]], "lumo_energy_ev": [-4.37, -4.98], "charge": 1, "fmax_ha_per_bohr": 0.0608, "energy_ha": -1684.9801, "multiplicity": 5, "relative_energy_kcal_mol": 15.2, "e_homo_ev": [-11.93, -11.98], "gap_ev": [7.56, 7.00]}

***

Q: Look up the charge of the first one.
A: 0